(1)
Here is C31H48BN13SScSi2 as an isolated structure at a distorted geometry from OMol25. Energies are from ωB97M-V with the def2-TZVPD basis set.

Last column: Mulliken charge in e.
CARTESIAN COORDINATES (ANGSTROEM)
Sc -0.26662 -0.38357 -0.82967  -1.907
C -1.12733 -4.21706 -1.84438  -1.073
C -1.36261 -3.71439 -0.46480  0.649
C -2.17286 -4.20181 0.56315  -1.657
C -1.95491 -3.47631 1.68001  -0.126
N -1.06267 -2.46904 1.34554  -0.161
N -0.72019 -2.62832 -0.00214  0.207
B -0.59876 -1.37886 2.28453  0.805
N -1.54008 -0.15361 2.00773  0.205
C -2.49489 0.45234 2.75143  -0.062
C -2.93588 1.55827 2.07992  -2.132
C -2.21532 1.55144 0.90881  0.520
C -2.17775 2.60696 -0.13084  -0.895
N -1.38770 0.51688 0.85593  1.079
N 0.87338 -0.90016 1.95876  1.088
C 2.01040 -1.18207 2.68286  -0.146
C 3.08374 -0.62132 1.96208  -2.396
C 2.52462 -0.04334 0.83158  0.286
C 3.20376 0.71964 -0.27752  -0.232
N 1.22065 -0.30524 0.80148  0.430
N -0.67656 -1.92942 3.71550  1.529
C -0.03528 -3.08701 4.19153  -0.846
C -0.14162 -3.08443 5.57731  -1.131
C -0.87592 -1.89698 5.82970  0.573
C -1.14867 -1.22338 7.17173  -1.500
N -1.20322 -1.24842 4.73499  -1.117
H -0.62757 -3.45720 -2.44416  -0.045
H -0.53137 -5.11291 -1.78039  0.355
H -2.08325 -4.53787 -2.20180  0.451
H -2.74328 -5.17254 0.55059  0.413
H -2.32006 -3.52384 2.70649  0.516
H -2.76082 0.02391 3.69150  0.735
H -3.76347 2.16519 2.38737  0.564
H -2.32947 3.64775 0.23835  0.458
H -1.31603 2.58168 -0.83025  -0.428
H -3.01960 2.42118 -0.83812  0.386
H 1.93276 -1.69100 3.60729  0.634
H 4.12637 -0.54644 2.20370  0.648
H 4.17267 0.32968 -0.49693  0.496
H 2.63957 0.54694 -1.22620  -0.414
H 3.31278 1.77829 -0.04484  0.039
H 0.59048 -3.71369 3.58904  0.643
H 0.15258 -3.83372 6.27930  0.505
H -0.25909 -1.23443 7.76512  0.353
H -1.56526 -0.24847 7.00790  0.339
H -1.79415 -1.88227 7.77586  0.401
C 0.15150 2.44054 -5.18748  -1.267
Si 0.76258 1.88205 -3.53155  0.404
C 0.79273 3.29620 -2.32381  -0.558
C 2.63954 1.61910 -3.88523  -1.287
C -0.18573 0.30259 -2.91178  2.372
C 0.57783 -0.97334 -3.15786  -1.181
C 0.74814 -1.63284 -4.37315  -0.581
C 1.52362 -2.75642 -4.38708  -0.779
C 2.21212 -3.16309 -3.22930  -1.094
C 1.90701 -2.56988 -2.05412  -0.219
N 1.12573 -1.48883 -2.05208  1.273
Si -1.98982 0.24212 -3.34696  0.372
C -2.82298 -0.49826 -1.73043  -0.469
C -2.52231 -1.00162 -4.64619  -1.469
C -2.71935 1.94791 -3.60741  -1.187
H 0.97275 2.98920 -5.69770  0.469
H -0.77406 3.05857 -5.33331  0.358
H 0.04179 1.53306 -5.85524  0.322
H 1.61367 3.94865 -2.68113  0.488
H 1.07686 3.01620 -1.31471  -0.439
H -0.10458 3.88870 -2.24519  0.563
H 2.92486 2.51160 -4.50534  0.507
H 2.90662 0.67281 -4.42175  0.304
H 3.34764 1.70292 -3.03601  0.329
H 0.34803 -1.22890 -5.30030  0.548
H 1.71422 -3.28260 -5.29098  0.560
H 2.84362 -4.07200 -3.25193  0.454
H 2.40926 -2.88597 -1.08351  0.326
H -2.26058 -1.40814 -1.52152  -0.037
H -3.86166 -0.85341 -1.92630  0.590
H -2.90559 0.06466 -0.86414  0.017
H -2.02732 -1.96010 -4.59691  0.393
H -2.28618 -0.64480 -5.63529  0.352
H -3.58762 -1.06827 -4.49865  0.443
H -3.78423 2.08778 -3.49282  0.503
H -2.57505 2.51059 -4.42846  0.603
H -2.29760 2.52954 -2.78023  0.168
C 2.59760 4.26772 1.57442  -1.262
C 2.42794 3.11928 2.57010  0.937
N 3.45086 2.55414 3.13913  -0.599
N 2.98529 1.92168 4.20235  0.334
C 1.56781 1.91052 4.21189  -0.061
S 0.55620 1.12528 5.11838  -0.080
N 1.30541 2.80156 3.20255  0.461
N -0.07445 3.00489 2.73528  -0.291
H 2.09650 4.05547 0.61751  0.112
H 3.63326 4.48565 1.50937  0.415
H 2.23328 5.15332 2.07285  0.468
H 3.52630 1.15758 4.60196  0.326
H -0.41443 3.77585 3.26571  0.281
H -0.45853 2.10969 3.03933  -0.231

## Properties
- LUMO level (spin up / spin down): -5.06 / -8.93 eV
- HOMO level (spin up / spin down): -13.47 / -13.47 eV
- Expectation value of S²: 0.778
- Spin multiplicity: 2
- Orbital gap (spin up / spin down): 8.4092 / 4.5394 eV
- Total charge: +2

***

(2)
Here is C31H48CoN2O2PSb as an isolated structure from OMol25. Energies are from ωB97M-V with the def2-TZVPD basis set.

Last column: Mulliken charge in e.
CARTESIAN COORDINATES (ANGSTROEM)
Co 2.02405 -2.00539 -0.86221  -0.094
N 2.78326 -1.41154 -2.61964  -0.315
N 2.01140 -0.30158 -3.03507  -0.348
C 0.70645 -0.21371 -2.47826  0.358
O -0.09044 0.53005 -3.02317  -0.638
O 0.52233 -0.93132 -1.42727  -0.516
H 3.75411 -1.13812 -2.50004  0.320
H 2.75593 -2.17863 -3.28843  0.276
H 2.05779 -0.06719 -4.01554  0.268
C 1.61710 -3.71960 2.14733  -1.415
P 1.12221 -2.30487 1.12477  1.183
C -0.69182 -2.36546 1.10406  -0.955
C 1.51592 -0.84400 2.12747  0.238
C 2.61687 -0.83282 2.98173  -0.385
C 2.95972 0.32546 3.66352  -0.666
C 2.21449 1.48321 3.48940  -0.719
C 1.12589 1.48166 2.62818  -0.353
C 0.77889 0.32600 1.94485  -0.058
H 2.70268 -3.76473 2.22299  0.389
H 1.28895 -4.63386 1.65170  0.425
H 1.17189 -3.65889 3.14063  0.413
H -1.10278 -2.31378 2.11309  0.404
H -1.00505 -3.29600 0.62830  0.497
H -1.06313 -1.53688 0.50076  0.009
H 3.22145 -1.72218 3.11195  0.260
H 3.81498 0.32284 4.32687  0.423
H 2.48563 2.38682 4.02011  0.402
H 0.54493 2.38360 2.47784  0.486
H -0.07182 0.34598 1.27080  -0.004
C -3.14246 2.41509 2.29012  -1.852
C -3.88949 1.63565 1.20557  1.768
C -4.08127 0.20078 1.70494  -1.689
C -5.25715 2.28387 1.01053  -1.524
Sb -2.48725 1.43928 -0.50619  0.643
C -3.70058 0.37065 -2.02146  1.997
C -5.21109 0.42903 -1.83326  -1.905
C -3.37154 0.86123 -3.42883  -1.837
C -3.22792 -1.08086 -1.89154  -1.643
C -2.21707 3.51321 -1.21304  1.555
C -3.47948 4.36453 -1.26165  -1.747
C -1.21210 4.12965 -0.23430  -1.698
C -1.55183 3.49325 -2.59077  -1.756
H -3.68035 2.32602 3.24208  0.503
H -3.08022 3.47843 2.05361  0.281
H -2.12788 2.03786 2.44896  0.262
H -4.66707 0.20589 2.63243  0.509
H -3.12398 -0.28145 1.92156  0.211
H -4.61478 -0.42168 0.98360  0.269
H -5.77496 2.31511 1.97822  0.481
H -5.89233 1.73088 0.32379  0.273
H -5.18469 3.30891 0.65036  0.167
H -5.59197 1.45104 -1.87373  0.299
H -5.53325 -0.02252 -0.89463  0.346
H -5.69090 -0.13382 -2.64400  0.511
H -3.81109 1.84165 -3.62078  0.309
H -3.81109 0.16306 -4.15300  0.553
H -2.29893 0.90484 -3.61382  0.275
H -3.43565 -1.49257 -0.89912  0.297
H -2.15434 -1.16412 -2.07623  0.197
H -3.75391 -1.70470 -2.62488  0.482
H -3.88348 4.54990 -0.26560  0.302
H -4.26303 3.90500 -1.86849  0.244
H -3.24684 5.34124 -1.70459  0.485
H -1.58438 4.16883 0.78999  0.297
H -0.98808 5.15743 -0.54399  0.500
H -0.27139 3.57313 -0.23255  0.275
H -2.25751 3.26172 -3.38505  0.302
H -0.73299 2.77333 -2.65126  0.253
H -1.14461 4.49101 -2.79679  0.538
C 7.03308 -0.99275 0.97641  -0.522
C 5.84160 -0.28399 0.70735  -0.987
C 4.73851 -0.95422 0.26024  -0.267
C 4.75320 -2.35984 0.05002  1.901
C 3.58415 -3.04050 -0.42042  -0.694
C 3.68005 -4.40325 -0.58517  -0.005
C 4.87220 -5.11716 -0.31386  -0.866
C 5.98422 -4.46688 0.13576  -0.897
C 5.95249 -3.06322 0.32913  0.796
C 7.08304 -2.34528 0.79385  -0.813
H 7.90550 -0.45956 1.33202  0.393
H 5.80243 0.78640 0.86376  0.435
H 3.81714 -0.40301 0.07785  0.325
H 2.81935 -4.97066 -0.93090  0.412
H 4.89694 -6.19028 -0.46291  0.401
H 6.89827 -5.00801 0.35011  0.382
H 7.99492 -2.89266 1.00381  0.388

## Properties
- LUMO level (spin up / spin down): 0.31 / 0.17 eV
- HOMO level (spin up / spin down): -7.38 / -7.38 eV
- Expectation value of S²: 0.764
- Spin multiplicity: 2
- Orbital gap (spin up / spin down): 7.6897 / 7.5458 eV

***

(3)
Here is C31H49AsCrF5O8SSeTe as an isolated structure at a distorted geometry from OMol25. Energies are from ωB97M-V with the def2-TZVPD basis set.

Last column: Mulliken charge in e.
CARTESIAN COORDINATES (ANGSTROEM)
Cr 0.22075 0.18218 -0.32315  0.278
C -7.09237 1.35051 2.34948  -1.743
C -5.82189 2.03479 2.86983  2.060
C -5.87165 2.10394 4.40333  -1.657
C -5.79205 3.46898 2.33688  -2.084
C -4.59462 1.24235 2.43784  -0.396
C -3.60638 1.76183 1.61596  -0.453
C -2.50016 1.01137 1.27565  -0.202
Se -1.14606 2.05290 0.18816  -0.061
C -0.19903 2.46183 1.80965  0.444
C -0.42763 3.62362 2.50489  -1.202
C 0.38452 3.96443 3.58221  -0.264
C 1.39076 3.06974 3.91757  -0.084
C 1.64965 1.88095 3.23950  -0.322
C 0.86211 1.58051 2.10441  0.299
O 1.06754 0.54584 1.33365  -0.152
C 2.78722 1.00044 3.77208  2.705
C 4.10747 1.78502 3.71290  -1.816
C 2.46283 0.62692 5.22984  -1.712
C 2.99155 -0.30958 3.00549  -2.238
C 0.16775 5.29181 4.30043  2.432
C -1.27636 5.37113 4.81729  -1.714
C 0.42294 6.43399 3.30594  -1.729
C 1.11122 5.48015 5.49213  -2.184
C -2.29240 -0.29294 1.76830  -0.035
O -1.11329 -0.84002 1.40808  0.393
C -3.26072 -0.83176 2.64446  0.337
C -4.39109 -0.04735 2.89773  -0.518
C -3.22824 -2.15130 3.43888  2.531
C -1.96659 -3.00196 3.29784  -1.938
C -3.33719 -1.81992 4.93988  -1.690
C -4.41021 -3.03910 3.01659  -1.821
H -7.97731 1.91396 2.65302  0.483
H -7.17868 0.33689 2.73869  0.282
H -7.06865 1.29454 1.26198  0.352
H -6.71442 2.71856 4.72707  0.477
H -4.95272 2.54329 4.78976  0.313
H -5.98565 1.11437 4.84310  0.321
H -6.68553 4.00227 2.66625  0.456
H -5.76835 3.48219 1.24879  0.386
H -4.91856 4.00168 2.71062  0.282
H -3.65486 2.76100 1.19898  0.460
H -1.23339 4.26320 2.16446  0.363
H 2.03357 3.30771 4.75269  0.279
H 4.06934 2.69153 4.31674  0.271
H 4.31630 2.07212 2.68323  0.380
H 4.93282 1.16800 4.07408  0.489
H 2.40795 1.50558 5.87197  0.285
H 3.22618 -0.04397 5.62887  0.487
H 1.50022 0.11716 5.26786  0.292
H 3.24720 -0.12437 1.96635  0.316
H 2.08910 -0.91869 3.01844  0.255
H 3.80292 -0.87738 3.46862  0.567
H -1.98585 5.32292 3.99414  0.316
H -1.43912 6.30569 5.35900  0.473
H -1.48140 4.53908 5.49061  0.344
H -0.21355 6.33444 2.42975  0.339
H 1.45719 6.40393 2.96573  0.367
H 0.23388 7.40296 3.77416  0.440
H 0.98426 4.68288 6.22445  0.382
H 0.89664 6.43097 5.98338  0.449
H 2.15021 5.49738 5.16462  0.385
H -5.15858 -0.47418 3.52960  0.302
H -1.05810 -2.40896 3.39252  0.292
H -1.93135 -3.50866 2.33244  0.145
H -1.96306 -3.76784 4.07520  0.631
H -2.44042 -1.28818 5.25687  0.381
H -3.41637 -2.74478 5.51382  0.487
H -4.19996 -1.20048 5.17364  0.274
H -4.34385 -3.25809 1.95191  0.308
H -5.37089 -2.56463 3.21049  0.309
H -4.37881 -3.98336 3.56210  0.498
F 1.09651 -2.72321 -4.09450  -0.615
Te 0.11233 -1.74465 -2.43576  1.599
F -0.03649 -0.49401 -3.85974  -0.412
F -1.63963 -2.36517 -3.50799  -0.636
F 1.94080 -1.00325 -2.40364  -0.552
F 0.14067 -4.77688 -0.98400  -0.232
O -0.92159 -0.43416 -1.45730  -0.477
C 0.38424 -5.03868 -2.34251  -0.688
As -0.40395 -2.51111 0.62277  0.649
C 1.40615 -4.13162 1.88025  -1.347
C -2.11197 -2.84336 -0.45589  -1.058
O 0.85970 -1.75205 -0.13910  -0.647
H 0.37747 -6.12423 -2.45957  0.257
H 1.34433 -4.60149 -2.60637  0.257
H -0.38667 -4.55129 -2.93907  0.316
H 0.99706 -5.12420 1.98790  0.363
H 1.50710 -3.54439 2.78110  0.403
H 2.15672 -3.98510 1.12152  0.421
H -2.18244 -3.91098 -0.65640  0.367
H -2.18232 -2.28496 -1.37932  0.608
H -2.92117 -2.53617 0.20848  0.013
O -0.54524 2.22205 -2.37987  -0.529
S 0.76578 2.50971 -1.83056  1.077
O 1.70411 3.09403 -2.74743  -0.746
O 1.33590 1.19883 -1.25565  -0.192
O 0.59925 3.37407 -0.61761  -0.583

## Properties
- LUMO level (spin up / spin down): 3.57 / 3.65 eV
- HOMO level (spin up / spin down): -2.46 / -3.23 eV
- Expectation value of S²: 3.807
- Spin multiplicity: 4
- Orbital gap (spin up / spin down): 6.0283 / 6.8848 eV
- Total charge: -2

***

For each record above, in turn, the calculated total energy values are -100255.43420, -93454.83126, -235645.19542 eV.
For each record above, in turn, the calculated ΔE to the lowest compared entry with this formula, charge and spin values are 18.34, 4.61, 148.81 kcal/mol.